[1]
Density functional theory data (ωB97M-V/def2-TZVPD) for C4H6O2 as an isolated structure.

The value obtained for the largest force on an atom is 0.49 eV/A. The molar mass comes out at 86.090 g/mol. For the energy above the lowest of the compared OMol25 structures with the same formula, charge and spin, the calculation gives 4.804 eV. The calculation puts the HOMO-LUMO gap at 0.3363 Ha.

Last column: natural (NBO) charge in e.
Geometry (Å):
1 O 1.257 -1.628 0.211  -0.62
2 O -1.889 1.139 0.394  -0.52
3 C 0.692 0.158 0.600  0.07
4 C 0.052 -1.149 0.867  -0.18
5 C 0.222 0.738 -0.705  -0.65
6 C -1.117 1.422 -0.490  0.45
7 H 0.051 -0.029 -1.480  0.24
8 H 0.925 1.467 -1.124  0.23
9 H -0.028 -1.487 1.903  0.19
10 H -1.361 2.218 -1.224  0.12
11 H -0.795 -1.495 0.266  0.18
12 H 1.991 -1.353 0.781  0.50

---

[2]
Density functional theory data (ωB97M-V/def2-TZVPD) for C4H6O2 as an isolated structure.

The value obtained for the largest force on an atom is 0.82 eV/A. The molar mass comes out at 86.090 g/mol. For the energy above the lowest of the compared OMol25 structures with the same formula, charge and spin, the calculation gives 5.020 eV. The calculation puts the HOMO-LUMO gap at 0.3319 Ha.

Last column: natural (NBO) charge in e.
Geometry (Å):
1 O 1.796 1.445 -0.396  -0.48
2 O -0.076 0.585 0.683  -0.44
3 C 1.070 0.545 -0.159  0.84
4 C -0.196 -0.890 0.598  -0.06
5 C -1.447 1.068 -0.375  -0.50
6 C 0.911 -0.924 -0.451  -0.56
7 H 0.052 -1.298 1.576  0.20
8 H 0.538 -1.059 -1.470  0.27
9 H -2.123 1.118 0.502  0.13
10 H 1.788 -1.538 -0.253  0.25
11 H -1.193 -1.163 0.255  0.24
12 H -1.121 2.113 -0.511  0.13

---

[3]
Density functional theory data (ωB97M-V/def2-TZVPD) for one molecule with the formula C4H6O2.

The value obtained for the largest force on an atom is 0.59 eV/A. The molar mass comes out at 86.090 g/mol. For the energy above the lowest of the compared OMol25 structures with the same formula, charge and spin, the calculation gives 3.608 eV. The calculation puts the HOMO-LUMO gap at 0.3411 Ha.

Last column: natural (NBO) charge in e.
Geometry (Å):
1 O 0.579 0.612 -0.202  -0.50
2 O -2.451 -1.664 -0.235  -0.50
3 C 1.795 0.812 -0.938  -0.25
4 C -1.869 -0.644 0.037  0.44
5 C -0.845 -0.529 1.151  -0.67
6 C 0.569 -0.437 0.581  0.29
7 H 1.622 0.461 -1.957  0.19
8 H 2.011 1.881 -0.943  0.19
9 H -1.053 0.388 1.722  0.25
10 H -2.030 0.282 -0.551  0.11
11 H -0.923 -1.401 1.802  0.24
12 H 2.596 0.238 -0.468  0.21

---

[4]
Density functional theory data (ωB97M-V/def2-TZVPD) for C4H6O2 as an isolated structure in a non-equilibrium geometry.

The value obtained for the largest force on an atom is 5.94 eV/A. The molar mass comes out at 86.090 g/mol. For the energy above the lowest of the compared OMol25 structures with the same formula, charge and spin, the calculation gives 3.179 eV. The calculation puts the HOMO-LUMO gap at 0.3864 Ha.

Last column: natural (NBO) charge in e.
Geometry (Å):
1 O -2.273 -0.388 -1.281  -0.51
2 O 1.431 0.167 0.989  -0.51
3 C 0.596 -0.857 0.561  -0.04
4 C -1.480 0.000 -0.460  0.45
5 C 0.856 1.018 -0.017  -0.04
6 C 0.007 -0.125 -0.613  -0.41
7 H 0.828 -1.897 0.751  0.22
8 H -0.341 -1.195 1.415  0.11
9 H 1.629 1.428 -0.668  0.19
10 H -1.806 0.467 0.496  0.11
11 H 0.265 -0.448 -1.620  0.24
12 H 0.285 1.829 0.447  0.18

---

[5]
Density functional theory data (ωB97M-V/def2-TZVPD) for C4H6O2 as an isolated structure.

The value obtained for the largest force on an atom is 0.38 eV/A. The molar mass comes out at 86.090 g/mol. For the energy above the lowest of the compared OMol25 structures with the same formula, charge and spin, the calculation gives 6.068 eV. The calculation puts the HOMO-LUMO gap at 0.3498 Ha.

Last column: natural (NBO) charge in e.
Geometry (Å):
1 O 0.412 -1.318 -0.559  -0.53
2 O -0.303 1.332 -0.581  -0.49
3 C -0.956 -1.453 -0.281  -0.21
4 C 1.077 1.441 -0.301  -0.08
5 C 0.179 0.731 0.622  -0.09
6 C 0.374 -0.758 0.735  0.13
7 H 1.428 2.438 -0.036  0.19
8 H -1.289 -2.489 -0.358  0.22
9 H -0.129 1.235 1.538  0.20
10 H 1.727 0.856 -0.949  0.20
11 H -1.580 -0.695 -0.750  0.22
12 H -0.939 -1.319 0.921  0.25

---

[6]
Density functional theory data (ωB97M-V/def2-TZVPD) for a 2-piece molecular cluster, C4H6O2 overall in a non-equilibrium geometry.

The value obtained for the largest force on an atom is 6.65 eV/A. The molar mass comes out at 86.090 g/mol. For the energy above the lowest of the compared OMol25 structures with the same formula, charge and spin, the calculation gives 3.643 eV. The calculation puts the HOMO-LUMO gap at 0.3898 Ha. As for the SMILES: CC(=O)O.C#C.

Last column: natural (NBO) charge in e.
Geometry (Å):
1 O 0.223 -1.176 -0.861  -0.68
2 O 0.134 -0.974 1.276  -0.62
3 C -1.610 0.840 0.114  -0.30
4 C 0.570 -0.524 0.228  0.79
5 C 1.458 0.618 0.089  -0.74
6 C -2.076 -0.307 0.067  -0.18
7 H -0.085 -2.055 -0.561  0.50
8 H 2.546 0.402 -0.290  0.26
9 H -1.275 1.831 -0.348  0.26
10 H 1.587 1.286 0.955  0.25
11 H -2.591 -1.170 0.176  0.21
12 H 1.118 1.229 -0.847  0.24

---

[7]
Density functional theory data (ωB97M-V/def2-TZVPD) for one molecule with the formula C4H6O2.

The value obtained for the largest force on an atom is 0.45 eV/A. The molar mass comes out at 86.090 g/mol. For the energy above the lowest of the compared OMol25 structures with the same formula, charge and spin, the calculation gives 0.004 eV. The calculation puts the HOMO-LUMO gap at 0.4097 Ha. As for the SMILES: O=C1CCCO1.

Last column: natural (NBO) charge in e.
Geometry (Å):
1 O -0.337 -0.229 -2.606  -0.56
2 O -0.794 -1.149 -0.614  -0.49
3 C -0.440 -0.958 0.759  -0.07
4 C 0.536 0.790 -0.561  -0.53
5 C 0.121 0.469 0.873  -0.44
6 C -0.226 -0.213 -1.412  0.79
7 H 0.299 -1.719 1.031  0.18
8 H 1.607 0.646 -0.741  0.24
9 H -0.658 1.158 1.213  0.21
10 H -1.340 -1.116 1.357  0.20
11 H 0.948 0.521 1.585  0.22
12 H 0.282 1.801 -0.885  0.25

---

[8]
Density functional theory data (ωB97M-V/def2-TZVPD) for a 2-piece molecular cluster, C4H6O2 overall.

The value obtained for the largest force on an atom is 0.42 eV/A. The molar mass comes out at 86.090 g/mol. For the energy above the lowest of the compared OMol25 structures with the same formula, charge and spin, the calculation gives 5.889 eV. The calculation puts the HOMO-LUMO gap at 0.3139 Ha. As for the SMILES: OC1=CO1.C=C.

Last column: natural (NBO) charge in e.
Geometry (Å):
1 O -0.326 -0.780 -2.041  -0.63
2 O -2.753 -0.605 -0.936  -0.57
3 C 1.676 -0.054 0.782  -0.39
4 C -1.161 -0.371 -1.107  0.42
5 C -1.747 -0.492 0.022  0.06
6 C 1.044 1.059 1.141  -0.40
7 H -0.389 -0.184 -2.805  0.50
8 H 2.443 -0.504 1.411  0.20
9 H -1.784 -0.579 1.098  0.22
10 H 1.269 1.559 2.081  0.19
11 H 1.454 -0.555 -0.159  0.20
12 H 0.275 1.506 0.512  0.20

---

[9]
Density functional theory data (ωB97M-V/def2-TZVPD) for one molecule with the formula C4H6O2.

The value obtained for the largest force on an atom is 0.89 eV/A. The molar mass comes out at 86.090 g/mol. For the energy above the lowest of the compared OMol25 structures with the same formula, charge and spin, the calculation gives 3.355 eV. The calculation puts the HOMO-LUMO gap at 0.3688 Ha. As for the SMILES: O[C@H]1[C@H]2CO[C@@H]12.

Last column: natural (NBO) charge in e.
Geometry (Å):
1 O -0.081 1.345 0.849  -0.51
2 O 1.745 -0.288 -0.961  -0.70
3 C -0.626 -0.571 -0.004  -0.30
4 C 0.362 -0.153 -1.028  0.02
5 C -0.377 0.984 -0.468  0.12
6 C -0.310 0.028 1.350  -0.08
7 H -0.679 1.831 -1.091  0.21
8 H 0.573 -0.328 1.889  0.18
9 H -1.190 0.014 2.004  0.19
10 H 1.926 -1.058 -0.413  0.47
11 H -0.059 -0.364 -2.018  0.18
12 H -1.284 -1.441 -0.109  0.23

---

[10]
Density functional theory data (ωB97M-V/def2-TZVPD) for one molecule with the formula C4H6O2 in a non-equilibrium geometry.

The value obtained for the largest force on an atom is 1.30 eV/A. The molar mass comes out at 86.090 g/mol. For the energy above the lowest of the compared OMol25 structures with the same formula, charge and spin, the calculation gives 5.097 eV. The calculation puts the HOMO-LUMO gap (alpha / beta) at 0.3212 / 0.2602 Ha.

Last column: natural (NBO) charge in e.
Geometry (Å):
1 O -1.879 0.644 -1.561  -0.52
2 O -0.441 -0.929 1.270  -0.50
3 C -1.641 0.314 -0.424  0.41
4 C 1.232 0.648 0.733  -0.12
5 C -0.578 -0.721 -0.028  -0.02
6 C 0.911 -0.166 -0.401  -0.49
7 H 1.391 -1.146 -0.297  0.27
8 H 0.517 0.784 1.533  0.23
9 H 2.177 1.195 0.770  0.18
10 H -0.728 -1.607 -0.675  0.19
11 H 1.237 0.255 -1.364  0.24
12 H -2.198 0.731 0.445  0.11

---

[11]
Density functional theory data (ωB97M-V/def2-TZVPD) for one molecule with the formula C4H6O2 in a non-equilibrium geometry.

The value obtained for the largest force on an atom is 3.62 eV/A. The molar mass comes out at 86.090 g/mol. For the energy above the lowest of the compared OMol25 structures with the same formula, charge and spin, the calculation gives 3.867 eV. The calculation puts the HOMO-LUMO gap at 0.3693 Ha. As for the SMILES: OCC1(O)C=C1.

Last column: natural (NBO) charge in e.
Geometry (Å):
1 O 0.328 -1.877 -0.301  -0.73
2 O -0.464 1.213 1.553  -0.72
3 C 1.252 0.453 -0.757  -0.15
4 C 0.136 0.364 -1.370  -0.24
5 C 0.075 -0.408 -0.184  0.17
6 C -0.659 -0.083 1.077  -0.08
7 H -0.603 0.641 -2.100  0.22
8 H -0.717 2.001 0.925  0.47
9 H -1.749 -0.342 0.973  0.16
10 H 2.222 0.795 -0.525  0.24
11 H 0.465 -2.043 -1.248  0.46
12 H -0.286 -0.712 1.957  0.20

---

[12]
Density functional theory data (ωB97M-V/def2-TZVPD) for one molecule with the formula C4H6O2S in a non-equilibrium geometry.

The value obtained for the largest force on an atom is 5.12 eV/A. The molar mass comes out at 118.157 g/mol. For the energy above the lowest of the compared OMol25 structures with the same formula, charge and spin, the calculation gives 3.445 eV. The calculation puts the HOMO-LUMO gap at 0.3233 Ha. As for the SMILES: CO/C=C/OC=S.

Last column: natural (NBO) charge in e.
Geometry (Å):
1 S -4.032 -0.325 -0.160  -0.02
2 O 1.304 -0.861 -0.267  -0.49
3 O -1.840 0.966 -0.148  -0.48
4 C 2.245 0.106 0.112  -0.28
5 C 0.061 -0.610 -0.334  0.11
6 C -2.511 -0.118 0.316  0.03
7 C -0.394 0.726 -0.327  -0.07
8 H 1.873 0.636 1.107  0.19
9 H 2.496 0.879 -0.712  0.19
10 H -2.023 -0.854 0.822  0.17
11 H -0.552 -1.658 -0.396  0.22
12 H 3.096 -0.515 0.381  0.21
13 H 0.279 1.626 -0.393  0.23